Entry w
9
Properties=species:S:1:pos:R:3:lowdin_charge:R:1 method="wB97M-V/def2-TZVPD" spin_multiplicity=1 e_homo_ev=-9.712 homo_lumo_gap_ev=9.278
C 1.925 1.637 -0.053 -0.2992
N -2.261 -1.107 -0.225 0.0332
O 1.486 -0.807 0.230 -0.5823
S 0.791 0.480 0.265 0.8430
H 1.636 2.683 -0.129 0.0094
H 2.987 1.354 0.094 0.0400
H -1.654 -1.665 -0.757 -0.0124
H -1.855 -0.918 0.674 -0.0135
H -3.055 -1.658 -0.099 -0.0182

=====

Entry x
9
Properties=species:S:1:pos:R:3:lowdin_charge:R:1 method="wB97M-V/def2-TZVPD" smiles="NC=O.S" spin_multiplicity=1 e_homo_ev=-10.072 homo_lumo_gap_ev=10.632
N -0.284 -1.291 -0.489 0.0834
C -1.450 -0.848 0.101 -0.4331
O -2.437 -0.605 -0.538 0.0319
H -0.300 -1.275 -1.490 0.0859
H 0.632 -0.934 -0.243 0.0517
H -1.273 -0.823 1.184 0.1216
S 1.069 1.924 0.437 0.4921
H 2.099 2.606 -0.123 -0.2016
H 1.943 1.246 1.161 -0.2318

=====

Entry y
9
Properties=species:S:1:pos:R:3:lowdin_charge:R:1 method="wB97M-V/def2-TZVPD" smiles="[NH3+][S-].C=O" spin_multiplicity=1 e_homo_ev=-7.434 homo_lumo_gap_ev=7.449
N -1.521 0.481 0.586 -0.3512
S -2.186 0.424 -1.101 0.1683
H -0.559 0.535 0.463 -0.0420
H -1.808 1.231 1.169 0.0642
H -1.925 -0.344 1.111 0.1068
C 2.028 -0.621 -0.518 -0.0355
O 1.104 0.148 -0.209 -0.0608
H 2.718 -0.235 -1.268 0.0856
H 2.149 -1.619 -0.233 0.0645

=====

The structure with the greatest stability is entry x.